# 1
56
Properties=species:S:1:pos:R:3:forces:R:3 method="wB97M-V/def2-TZVPD" e_homo_ev="-13.39 / -13.39" homo_lumo_gap_ha="0.2046 / 0.2048" total_charge=+2
Pd -0.126143 -0.453434 -0.030384 0.37 0.45 1.37
S -0.729329 -2.065322 1.649094 -0.05 -0.03 -0.83
C 0.877600 -2.536020 2.179077 0.13 -0.02 -0.13
C 0.975119 -3.279702 3.356684 0.02 -0.04 -0.02
C 2.192352 -3.812114 3.756866 -0.13 0.05 -0.04
C 3.334968 -3.609258 2.994356 0.11 0.01 -0.06
C 3.256970 -2.870425 1.824051 0.08 -0.02 0.03
C 2.041443 -2.319278 1.436825 0.01 -0.02 0.10
S 1.986973 -1.396839 -0.083149 -0.36 -0.14 0.19
C 2.832153 0.170894 0.337955 0.05 0.02 0.00
C 2.340420 1.247960 -0.587531 0.15 -0.07 0.02
C 3.158680 2.132387 -1.259324 0.03 0.02 0.07
C 2.560983 3.131674 -2.018966 0.03 0.06 -0.04
C 1.181449 3.232349 -2.071691 -0.01 0.04 -0.01
C 0.420716 2.301010 -1.380503 0.00 0.08 -0.04
C -1.073820 2.387962 -1.292120 -0.07 0.03 0.08
S -1.960243 0.826326 -0.958318 -0.19 -0.16 -0.02
C -2.065695 0.181400 -2.620077 -0.05 0.12 0.02
C -2.872096 0.827838 -3.546753 0.00 0.01 0.08
C -2.930545 0.341431 -4.843736 -0.01 0.02 -0.02
C -2.185332 -0.775401 -5.194856 0.08 -0.07 -0.01
C -1.389716 -1.423991 -4.259076 -0.06 -0.02 -0.17
C -1.351884 -0.960536 -2.949534 0.08 -0.18 0.23
S -0.603384 -1.968268 -1.709141 0.01 -0.03 -0.46
N 1.008674 1.334792 -0.685072 -0.36 -0.57 -0.16
H 0.081517 -3.457160 3.944415 0.02 0.00 0.00
H 2.246157 -4.400849 4.663343 -0.01 0.01 0.00
H 4.281603 -4.033646 3.300216 -0.02 0.00 -0.01
H 4.139837 -2.727493 1.211300 -0.01 0.00 0.02
H 3.906553 0.011516 0.271076 0.00 -0.01 -0.04
H 2.553046 0.418021 1.362254 0.01 0.02 0.03
H 4.235136 2.050677 -1.192128 -0.03 0.00 0.00
H 3.176309 3.835667 -2.564378 -0.02 -0.02 0.01
H 0.700939 4.016365 -2.641497 0.01 -0.02 0.01
H -1.503537 2.788627 -2.207596 -0.04 0.02 -0.01
H -1.353487 3.062837 -0.479634 0.03 0.00 0.03
H -3.444440 1.704757 -3.265355 0.01 -0.03 0.00
H -3.546905 0.842044 -5.578260 0.01 -0.02 0.02
H -2.219774 -1.148623 -6.209942 0.00 0.01 0.02
H -0.812290 -2.296465 -4.538626 -0.03 0.02 0.01
C 2.166959 -0.036103 4.269059 0.01 -0.04 0.05
N 0.770317 -0.293881 4.610079 0.00 0.05 0.05
C 0.341612 -0.892196 5.771962 0.16 0.08 -0.05
C -1.008503 -0.947047 5.716328 -0.17 0.04 -0.04
N -1.389071 -0.380333 4.523824 -0.04 -0.05 0.04
C -2.768165 -0.236073 4.053877 0.00 0.02 0.03
C -0.295528 0.008532 3.850197 -0.09 -0.20 -0.06
Se -0.295349 0.918027 2.213651 0.30 0.55 -0.35
H 2.738734 0.057200 5.187853 -0.02 -0.02 0.03
H 2.231989 0.896396 3.716920 -0.02 0.03 0.00
H 2.562994 -0.857769 3.672840 -0.01 0.01 0.04
H 1.027457 -1.206894 6.539468 -0.02 0.01 -0.02
H -1.725775 -1.320821 6.426659 0.02 0.01 -0.02
H -3.439164 -0.501241 4.864957 0.04 -0.01 0.04
H -2.939206 -0.896190 3.207235 0.03 -0.02 -0.01
H -2.948476 0.793186 3.757528 0.02 0.01 0.01

***

# 2
25
Properties=species:S:1:pos:R:3:forces:R:3 method="wB97M-V/def2-TZVPD" e_homo_ev=-16.77 de_lowest_kj_mol=28.0 homo_lumo_gap_ha=0.3322 total_charge=+2
C -2.097558 -3.023871 0.549097 0.14 -0.84 -0.67
N -2.082578 -1.885855 1.501150 -0.29 0.23 0.51
N -1.044278 -0.969261 1.202984 0.15 0.05 -0.47
C -0.451835 -0.214607 2.161362 0.07 0.28 0.15
C 0.330503 0.861027 1.914524 0.10 -0.01 0.22
C 0.627102 1.416953 0.624024 0.16 0.38 0.11
N 1.230942 2.585177 0.560113 0.00 -0.04 0.00
N 0.189660 0.761098 -0.474788 -0.29 -0.11 -0.21
C 0.674960 0.839838 -1.672044 -0.07 -0.44 -0.06
O 1.801247 1.387807 -1.972211 -0.43 0.23 1.05
C 2.349955 1.295111 -3.284579 0.65 -0.03 -1.14
H -1.116736 -3.497412 0.524705 -0.02 0.19 0.16
H -2.836659 -3.761075 0.858531 -0.08 0.19 0.17
H -2.352544 -2.674032 -0.449883 -0.01 0.18 0.13
H -3.022376 -1.439309 1.496872 0.48 -0.05 0.11
H -1.926473 -2.257069 2.456928 -0.06 0.23 -0.39
H -0.969535 -0.580773 0.250654 -0.32 -0.38 0.04
H -0.603934 -0.521867 3.189422 -0.04 -0.01 0.06
H 0.769210 1.361291 2.763596 -0.02 -0.05 0.12
H 1.443691 3.115865 1.393881 -0.01 -0.09 0.01
H 1.467673 3.014473 -0.322161 0.02 -0.06 0.00
H 0.098865 0.338056 -2.452703 0.23 0.17 -0.14
H 3.217852 0.634621 -3.249078 -0.17 0.04 0.09
H 2.681770 2.293610 -3.567394 -0.13 -0.10 0.04
H 1.621075 0.920206 -4.003003 -0.06 0.03 0.11

***

# 3
9
Properties=species:S:1:pos:R:3:forces:R:3 method="wB97M-V/def2-TZVPD" multiplicity=3 e_homo_ev="-6.51 / -10.91" de_lowest_kj_mol=14.8 homo_lumo_gap_ha="0.2718 / 0.3619"
C 1.094241 -0.747971 0.536942 3.88 -3.48 -2.56
C -1.769551 0.382734 -1.849785 1.15 -0.59 -0.08
N 0.944867 0.070999 1.514008 -3.32 2.68 1.77
N -1.186440 0.198939 -0.831316 -3.17 1.53 -0.26
O -2.316791 0.549774 -2.856578 -0.86 0.36 -0.60
H 2.104731 -1.090150 0.194477 -1.38 0.10 -0.30
H -0.012812 0.393824 1.525375 0.05 0.62 0.77
H 1.521235 0.401003 2.235883 1.04 -0.02 0.70
H -0.379480 -0.159152 -0.469007 2.60 -1.20 0.56